No. 1
Density functional theory data (ωB97M-V/def2-TZVPD) for a molecular structure, C3H4LiO4 in a non-equilibrium geometry.

Computed properties:
**⟨S²⟩**: 0.752
**Kohn-Sham gap (spin up / spin down)**: 0.2823 / 0.3343 Ha
**Relative energy (zero: lowest compared OMol25 entry of this formula, charge and spin)**: 0.00 kJ/mol
**Maximum force**: 2.93 eV/Å
**E_tot**: -11571.0769 eV
**HOMO energy (spin up / spin down)**: -8.2 / -9.6 eV
**LUMO level (spin up / spin down)**: -0.53 / -0.54 eV
**Multiplicity**: 2

Element x y z (Å)
O (2.242, 0.173, -0.230)
O (-2.885, -0.855, -0.462)
O (1.144, -1.725, 0.224)
O (3.323, -1.752, -0.155)
C (-2.139, 1.352, 0.213)
C (2.268, -1.077, -0.090)
C (-2.036, -0.100, -0.127)
Li (4.199, 0.005, -0.365)
H (-1.478, 1.913, -0.463)
H (-1.754, 1.495, 1.233)
H (0.292, -1.135, 0.092)
H (-3.175, 1.708, 0.132)

These are the Löwdin partial charges, in e, on atoms 1 to 2: number 1, O, carries -0.125; number 2, O, carries 0.089

---

No. 2
Density functional theory data (ωB97M-V/def2-TZVPD) for 8 unconnected molecules or ions with the total composition C32H66BrN2O10P.

Computed properties:
**Kohn-Sham gap**: 0.3323 Ha
**Relative energy (zero: lowest compared OMol25 entry of this formula, charge and spin)**: 0.00 kJ/mol
**Maximum force**: 0.54 eV/Å
**E_tot**: -137038.4612 eV
**HOMO energy**: -8.5 eV
**SMILES**: CNCC(=O)O[C@H](N)P(O)Br.C1CCOC1.C1CCOC1.C1CCOC1.C1CCOC1.C1CCOC1.C1CCOC1.C1CCOC1
**LUMO level**: 0.57 eV

Element x y z (Å)
Br (0.126, 1.334, -0.475)
P (0.689, -0.449, 0.701)
O (2.037, -0.915, -0.084)
O (-1.373, -3.612, 4.270)
O (-1.816, -0.946, -3.030)
O (2.622, -1.844, -4.529)
O (2.879, 5.524, 1.857)
O (-1.510, -1.240, -0.855)
O (-1.327, 3.722, -1.853)
O (3.523, -2.468, 5.485)
O (2.845, -3.355, 1.482)
O (-6.197, 4.379, -4.623)
N (-1.300, -2.117, 1.264)
N (-2.110, -3.714, -3.384)
C (-6.854, 4.844, -5.802)
C (1.927, 4.637, 1.261)
C (-0.568, -1.737, 0.084)
C (4.577, -3.357, 5.854)
C (-3.128, -4.617, -2.874)
C (1.935, 4.940, -0.229)
C (-8.225, 5.388, -3.956)
C (3.266, -4.637, 1.012)
C (-2.174, 4.142, -4.014)
C (5.620, -2.503, 6.565)
C (-1.219, -3.163, -2.377)
C (3.686, -1.210, 6.145)
C (-1.499, -2.248, 4.693)
C (-8.323, 5.008, -5.433)
C (2.710, -1.155, -5.775)
C (-1.509, -1.686, -2.138)
C (1.767, -1.125, -3.636)
C (4.745, -1.433, 7.217)
C (-0.778, -2.145, 6.029)
C (3.665, 6.143, 0.839)
C (2.706, -4.850, 3.301)
C (1.611, -0.097, -5.757)
C (0.317, -3.201, 5.869)
C (-0.421, -4.287, 5.096)
C (3.384, 5.374, -0.447)
C (-2.746, 3.843, -1.741)
C (-3.204, 4.599, -2.982)
C (1.537, 0.239, -4.268)
C (3.659, -5.429, 2.254)
C (2.671, -3.380, 2.904)
C (-7.062, 4.518, -3.495)
C (-0.906, 4.069, -3.171)
H (2.435, -5.121, 0.486)
H (-9.137, 5.200, -3.393)
H (-3.185, 2.840, -1.704)
H (0.016, -2.555, -0.365)
H (2.345, 0.921, -3.994)
H (-0.396, -1.142, 6.219)
H (-2.514, -2.961, -3.926)
H (4.087, -4.498, 0.308)
H (1.732, -2.882, 3.154)
H (-0.173, -3.243, -2.705)
H (-0.689, -2.496, 1.979)
H (0.823, -1.668, -3.534)
H (-1.035, -1.600, 3.944)
H (4.034, 4.498, -0.514)
H (-6.497, 4.960, -2.672)
H (3.699, -0.692, -5.861)
H (-3.856, -4.146, -2.198)
H (-0.199, 3.314, -3.520)
H (1.148, -2.814, 5.278)
H (2.080, -1.866, -0.255)
H (2.248, -1.060, -2.659)
H (2.720, -0.903, 6.549)
H (-6.412, 5.799, -6.105)
H (-0.392, 5.037, -3.140)
H (-2.074, 4.817, -4.863)
H (3.555, -6.503, 2.114)
H (-2.979, 4.357, -0.808)
H (-2.438, 3.153, -4.392)
H (6.297, -2.048, 5.839)
H (-4.229, 4.373, -3.266)
H (3.533, 5.979, -1.340)
H (-1.450, -2.416, 6.846)
H (2.229, 3.603, 1.456)
H (3.042, -4.994, 4.327)
H (0.237, -4.878, 4.458)
H (-1.302, -3.726, -1.446)
H (1.843, 0.758, -6.389)
H (-8.827, 5.754, -6.045)
H (-2.558, -1.995, 4.751)
H (-3.672, -5.053, -3.711)
H (1.715, -5.299, 3.200)
H (3.366, 7.193, 0.743)
H (-7.972, 6.446, -3.854)
H (-2.647, -5.440, -2.341)
H (2.598, -1.879, -6.583)
H (-2.021, -2.798, 1.049)
H (4.960, -3.842, 4.954)
H (3.481, -2.817, 3.373)
H (5.283, -0.520, 7.468)
H (4.178, -4.130, 6.520)
H (4.289, -1.823, 8.129)
H (-3.123, 5.677, -2.820)
H (0.953, 4.804, 1.723)
H (-6.689, 4.120, -6.601)
H (4.713, 6.111, 1.141)
H (1.256, 5.765, -0.453)
H (-7.407, 3.526, -3.183)
H (4.009, -0.462, 5.415)
H (-8.852, 4.060, -5.545)
H (0.593, 0.689, -3.962)
H (4.694, -5.217, 2.527)
H (-0.953, -4.969, 5.768)
H (1.634, 4.082, -0.827)
H (0.719, -3.559, 6.817)
H (6.215, -3.075, 7.275)
H (0.664, -0.526, -6.092)

These are the Löwdin partial charges, in e, on atoms 1 to 2: number 1, Br, carries 0.442; number 2, P, carries 0.586

---

No. 3
Density functional theory data (ωB97M-V/def2-TZVPD) for a single C16H17ClN2O2 molecule in a non-equilibrium geometry.

Computed properties:
**Kohn-Sham gap**: 0.3292 Ha
**Relative energy (zero: lowest compared OMol25 entry of this formula, charge and spin)**: 231.22 kJ/mol
**Maximum force**: 1.19 eV/Å
**E_tot**: -36464.2098 eV
**HOMO energy**: -8.7 eV
**SMILES**: O=C(c1ccc(Cl)cc1)[C@@H]1CCCN(Cc2ccon2)C1
**LUMO level**: 0.25 eV

Element x y z (Å)
Cl (5.125, 0.749, 0.411)
O (-0.046, -3.091, -1.211)
O (-0.473, 3.524, -0.361)
N (-0.817, 2.534, 0.493)
N (-3.100, -0.004, 0.115)
C (2.449, 0.515, 0.629)
C (3.624, -0.068, 0.179)
C (-2.744, 1.111, 0.978)
C (-1.973, -0.605, -0.569)
C (-2.049, 2.187, 0.221)
C (-3.749, -2.378, 0.260)
C (-1.506, 3.780, -1.168)
C (1.245, -0.141, 0.453)
C (-2.307, -2.865, 0.437)
C (-1.303, -1.713, 0.274)
C (-3.908, -0.980, 0.842)
C (2.397, -1.940, -0.643)
C (-2.549, 2.964, -0.857)
C (1.200, -1.379, -0.189)
C (-0.043, -2.154, -0.439)
C (3.605, -1.300, -0.458)
H (-2.083, -3.632, -0.307)
H (-4.025, -2.361, -0.794)
H (-4.953, -0.656, 0.788)
H (-3.621, -1.012, 1.906)
H (-4.434, -3.058, 0.768)
H (2.471, 1.479, 1.111)
H (-1.040, -1.294, 1.249)
H (-1.257, 0.176, -0.825)
H (0.353, 0.352, 0.805)
H (-3.516, 2.904, -1.307)
H (-1.371, 4.549, -1.902)
H (-2.326, -1.046, -1.505)
H (4.524, -1.745, -0.806)
H (-3.677, 1.514, 1.386)
H (-2.185, -3.310, 1.426)
H (2.354, -2.896, -1.144)
H (-2.101, 0.810, 1.825)

These are the Löwdin partial charges, in e, on atoms 1 to 2: number 1, Cl, carries 0.681; number 2, O, carries 0.097

---

No. 4
Density functional theory data (ωB97M-V/def2-TZVPD) for a molecular structure, C18H38N6O4Ta in a non-equilibrium geometry.

Computed properties:
**Kohn-Sham gap**: 0.2879 Ha
**Relative energy (zero: lowest compared OMol25 entry of this formula, charge and spin)**: 119.86 kJ/mol
**Maximum force**: 1.83 eV/Å
**Total charge**: +3
**E_tot**: -37940.7571 eV
**HOMO energy**: -19.2 eV
**LUMO level**: -11.36 eV

Element x y z (Å)
Ta (-0.436, -0.037, -0.097)
O (-0.606, -1.402, 3.096)
O (-0.129, 1.502, 1.821)
O (-2.115, 0.788, -0.069)
O (-4.132, 1.114, 0.903)
N (0.126, -2.018, -1.177)
N (0.485, 2.091, -0.942)
N (1.832, -0.658, 0.616)
N (-1.258, 0.338, -2.497)
N (-1.542, -1.345, 1.019)
N (-0.803, -4.152, 0.735)
C (-1.244, 1.814, -2.654)
C (-0.550, -3.514, 2.026)
C (2.249, -1.948, -0.018)
C (-0.459, 3.541, 2.917)
C (0.255, 2.624, 3.919)
C (2.890, 0.400, 0.489)
C (-2.879, -0.874, 1.416)
C (-0.326, -1.748, -3.654)
C (-0.870, -2.031, 2.112)
C (-0.673, -2.447, -2.358)
C (1.584, -2.156, -1.364)
C (1.917, 2.427, -0.687)
C (-0.785, -0.292, -3.763)
C (2.835, 1.219, -0.796)
C (-1.151, 2.536, 2.027)
C (-3.166, 0.462, 0.744)
C (0.145, 2.327, -2.369)
C (0.588, 1.366, 3.109)
H (3.331, -1.981, -0.138)
H (0.197, 3.393, -2.597)
H (2.229, 3.193, -1.398)
H (3.842, 1.584, -0.999)
H (1.973, -2.764, 0.649)
H (-0.411, 2.375, 4.743)
H (-2.972, -0.732, 2.494)
H (1.835, -3.156, -1.727)
H (-3.664, -1.574, 1.115)
H (2.550, 0.596, -1.650)
H (-0.395, -5.084, 0.734)
H (1.651, 1.297, 2.880)
H (-0.790, -2.317, -4.459)
H (-2.008, 2.095, 2.542)
H (0.257, 0.467, 3.610)
H (0.884, 1.818, -2.988)
H (-1.127, -3.977, 2.835)
H (0.747, -1.817, -3.831)
H (-0.140, -2.775, -0.459)
H (3.864, -0.079, 0.585)
H (-1.966, 2.255, -1.969)
H (-1.601, -0.225, -4.484)
H (0.029, 0.310, -4.160)
H (-1.475, 2.922, 1.062)
H (2.787, 1.078, 1.336)
H (1.949, -1.438, -2.099)
H (-0.512, -3.518, -2.503)
H (-0.061, 2.774, -0.418)
H (1.150, 3.081, 4.332)
H (0.256, 4.136, 2.347)
H (-2.228, 0.064, -2.366)
H (-1.801, -4.299, 0.605)
H (-1.541, 2.094, -3.666)
H (1.788, -0.843, 1.618)
H (-1.727, -2.310, -2.103)
H (-1.168, 4.215, 3.392)
H (1.997, 2.862, 0.309)
H (0.491, -3.647, 2.322)

These are the Löwdin partial charges, in e, on atoms 1 to 2: number 1, Ta, carries 2.103; number 2, O, carries 0.129

---

No. 5
Density functional theory data (ωB97M-V/def2-TZVPD) for 16 unconnected molecules or ions with the total composition C57H129N10O21 in a non-equilibrium geometry.

Computed properties:
**Kohn-Sham gap**: 0.0347 Ha
**Maximum force**: 4.70 eV/Å
**Total charge**: +5
**E_tot**: -119052.6401 eV
**HOMO energy**: -15.1 eV
**LUMO level**: -14.18 eV

Element x y z (Å)
O (-3.937, 2.621, -5.536)
O (2.295, -2.142, -7.359)
O (4.760, 1.573, 2.457)
O (-6.205, 4.160, -1.431)
O (-3.700, 6.277, 1.261)
O (2.687, 3.948, -0.904)
O (0.705, 3.820, 5.072)
O (-4.890, 2.256, -7.544)
O (3.694, -6.280, -3.439)
O (5.435, 1.430, 0.240)
O (-2.999, -3.685, 0.866)
O (3.437, 2.396, 0.964)
O (-4.431, 0.562, -6.205)
O (-0.452, 2.895, 3.311)
O (-1.335, -5.222, 1.081)
O (-5.007, -0.918, 2.208)
O (-6.800, 1.992, -1.777)
O (-4.995, 2.441, -0.685)
O (5.732, 4.797, 8.260)
O (-3.433, -5.674, 1.821)
O (1.661, 2.605, 3.595)
N (7.921, 5.450, 7.922)
N (-5.534, -2.786, 3.430)
N (4.934, -4.934, -6.395)
N (-7.464, 7.773, -0.612)
N (-1.795, 4.990, 1.801)
N (0.747, -6.659, 5.866)
N (-1.678, 0.511, 0.284)
N (2.691, -7.332, -1.766)
N (2.814, -0.092, -8.200)
N (2.942, 5.426, -2.650)
C (-3.073, 0.145, 0.762)
C (-0.460, 2.590, -0.545)
C (5.810, -2.691, -5.481)
C (-8.787, 7.897, -1.192)
C (-2.494, -4.872, 1.297)
C (-4.092, 4.022, 1.928)
C (-1.719, -5.715, 5.942)
C (2.137, -6.296, 6.464)
C (3.354, -6.999, 5.861)
C (-3.158, 5.227, 1.648)
C (3.798, 6.022, -0.541)
C (6.812, 4.600, 8.654)
C (-7.688, 8.980, 1.416)
C (2.738, -6.395, -2.706)
C (6.900, -5.388, -7.769)
C (-0.320, -1.435, 1.382)
C (0.778, -1.618, 2.438)
C (-6.672, -2.358, 1.204)
C (0.379, -8.065, 6.081)
C (5.579, -4.705, -7.889)
C (-0.200, -5.646, 6.369)
C (-1.470, -0.109, -1.108)
C (-7.432, 6.765, 0.479)
C (3.449, -6.931, 4.326)
C (3.815, 6.418, -3.299)
C (3.180, 4.997, -1.367)
C (2.092, -0.955, -7.446)
C (-6.289, -4.078, 3.459)
C (0.540, 3.153, 3.964)
C (-1.590, 2.044, 0.293)
C (-5.661, -1.936, 2.300)
C (-2.314, -4.340, 6.233)
C (0.892, -0.331, -6.631)
C (-4.545, 1.846, -6.527)
C (4.018, -0.390, -8.921)
C (0.913, -6.481, 4.359)
C (4.607, 1.739, 1.052)
C (4.612, -3.548, -5.871)
C (-0.138, 1.886, -1.885)
C (-6.007, 2.910, -1.229)
C (7.412, 3.687, 9.661)
C (7.223, -5.434, -6.277)
C (7.370, 6.087, 6.714)
C (-5.097, 7.271, -1.485)
C (5.329, -1.345, -4.894)
C (-0.203, 0.326, -1.797)
C (-0.967, 6.218, 1.849)
C (-6.554, 7.220, -1.750)
C (-8.007, 7.499, 1.780)
C (3.611, -5.562, -6.610)
C (3.552, -8.500, -1.819)
C (1.549, -5.490, -2.845)
C (-6.967, 8.913, 0.083)
C (2.065, -7.283, 3.764)
C (-0.643, 0.046, 1.300)
C (-4.329, 6.848, -2.730)
C (5.954, -5.843, -5.624)
H (5.684, 1.419, 2.634)
H (4.880, -5.239, -8.589)
H (0.199, -4.660, 6.018)
H (-0.021, -0.761, -6.911)
H (8.101, -6.101, -6.110)
H (-5.002, -0.012, -6.846)
H (-9.525, 7.779, -0.402)
H (6.950, -6.408, -8.208)
H (-4.658, 6.691, -0.654)
H (-7.954, 5.835, 0.174)
H (-0.122, -5.633, 7.473)
H (-6.968, 9.451, 2.128)
H (1.016, -2.758, 2.616)
H (-7.519, 7.138, 2.669)
H (-0.286, 6.227, 0.950)
H (0.849, 2.173, -2.087)
H (3.712, 5.662, 0.476)
H (8.103, 6.658, 6.176)
H (-5.243, -2.299, 4.262)
H (-2.538, 2.362, -0.120)
H (3.873, -6.016, 3.909)
H (3.301, -5.849, -5.616)
H (-4.489, 5.782, -2.926)
H (3.837, -0.504, -9.956)
H (5.480, -3.691, -8.129)
H (7.654, -4.469, -5.963)
H (2.140, -6.530, 7.513)
H (3.556, 6.630, -4.374)
H (0.448, -1.142, 3.396)
H (4.691, -1.602, -4.032)
H (-8.591, 9.597, 1.393)
H (8.705, 4.835, 7.670)
H (2.246, -5.193, 6.297)
H (-13.331, -8.633, 4.357)
H (-4.824, 4.420, 2.602)
H (4.748, 0.373, -8.727)
H (0.745, -5.657, -2.173)
H (3.283, 2.707, 0.060)
H (-1.185, -2.045, 1.512)
H (3.064, -9.382, -1.457)
H (7.575, -4.791, -8.417)
H (-3.883, 3.498, -5.976)
H (-3.229, 0.762, 1.694)
H (0.341, 0.498, 1.081)
H (2.470, 4.704, -3.177)
H (4.638, -0.761, -5.551)
H (2.545, 0.896, -8.221)
H (0.458, 2.693, 0.056)
H (-0.685, -8.241, 6.138)
H (1.838, -4.437, -2.811)
H (-7.352, 2.532, -2.384)
H (1.916, -7.288, -1.133)
H (-8.920, 7.201, -2.009)
H (-1.630, 7.049, 2.029)
H (4.849, 6.229, -0.756)
H (-2.285, 0.295, -1.684)
H (-3.483, 3.149, 2.285)
H (-6.821, -1.409, 0.720)
H (-5.771, -4.734, 4.140)
H (-4.539, 7.325, -3.711)
H (-1.808, -3.637, 5.586)
H (-0.323, 6.166, 2.769)
H (1.834, -8.387, 3.824)
H (-6.928, 6.185, -1.905)
H (-0.980, 0.392, 2.301)
H (8.360, 6.066, 8.656)
H (-1.713, -5.782, 4.794)
H (1.727, -1.231, 2.127)
H (1.622, 2.329, 2.677)
H (4.266, -6.550, 6.281)
H (-5.893, 8.698, 0.256)
H (-3.112, -0.952, 0.881)
H (-3.960, -3.826, 1.229)
H (-6.336, -3.101, 0.447)
H (-2.204, -6.570, 6.361)
H (-3.001, -6.484, 2.130)
H (-4.863, 8.338, -1.323)
H (4.495, -8.307, -1.320)
H (-3.333, -4.394, 5.882)
H (6.551, 3.072, 9.992)
H (0.905, 0.782, -6.651)
H (-1.539, 4.226, 2.402)
H (-8.760, 8.887, -1.631)
H (6.503, -2.578, -6.359)
H (3.659, -6.494, -7.207)
H (7.867, 4.207, 10.466)
H (3.786, -8.700, -2.868)
H (-0.849, 3.572, -0.792)
H (-6.403, 6.528, 0.674)
H (4.344, -1.399, -8.639)
H (0.006, -0.223, -2.729)
H (0.759, -8.730, 5.295)
H (2.108, -7.148, 2.653)
H (0.051, 4.481, 5.308)
H (6.148, -0.705, -4.586)
H (-3.793, 0.446, -0.012)
H (3.319, 6.983, -0.601)
H (3.359, -8.054, 6.168)
H (1.022, -5.371, 4.144)
H (-6.988, 9.787, -0.541)
H (-2.428, -3.976, 7.234)
H (2.946, -4.814, -6.996)
H (6.439, -3.265, -4.768)
H (-1.504, -1.161, -1.027)
H (-7.674, -2.689, 1.520)
H (6.477, 6.646, 7.024)
H (1.025, -0.608, -5.559)
H (-0.694, 2.176, -2.776)
H (-3.267, 6.947, -2.526)
H (-6.853, 7.752, -2.658)
H (-0.016, -6.754, 3.950)
H (5.865, -5.590, -4.545)
H (-1.565, 2.282, 1.384)
H (0.738, -8.495, 6.949)
H (1.160, -5.700, -3.808)
H (-7.276, -4.001, 3.873)
H (6.990, 5.245, 6.107)
H (4.037, -3.683, -4.978)
H (3.690, 7.399, -2.811)
H (-4.569, 3.800, 0.929)
H (-9.050, 7.291, 1.936)
H (5.670, -6.894, -5.786)
H (4.879, 6.428, -3.286)
H (3.933, -3.065, -6.558)
H (-6.353, -4.554, 2.508)
H (0.595, -0.046, -1.129)
H (8.235, 3.108, 9.192)
H (4.144, -7.685, 3.969)
H (0.083, -1.753, 0.417)

These are the Löwdin partial charges, in e, on atoms 1 to 2: number 1, O, carries 0.080; number 2, O, carries 0.018

---

No. 6
Density functional theory data (ωB97M-V/def2-TZVPD) for a single C4H5NO molecule in a non-equilibrium geometry.

Computed properties:
**Kohn-Sham gap**: 0.3632 Ha
**Relative energy (zero: lowest compared OMol25 entry of this formula, charge and spin)**: 122.12 kJ/mol
**Maximum force**: 2.64 eV/Å
**E_tot**: -7765.2607 eV
**HOMO energy**: -8.9 eV
**SMILES**: Cc1ncco1
**LUMO level**: 0.98 eV

Element x y z (Å)
O (-0.397, -1.099, -0.638)
N (-0.436, 1.039, 0.276)
C (-1.711, 0.527, 0.121)
C (1.929, 0.105, 0.185)
C (-1.660, -0.712, -0.417)
C (0.436, 0.217, -0.110)
H (2.591, 0.920, -0.161)
H (-2.547, -1.311, -0.651)
H (-2.573, 1.105, 0.412)
H (2.103, 0.021, 1.271)
H (2.265, -0.813, -0.288)

These are the Löwdin partial charges, in e, on atoms 1 to 2: number 1, O, carries -0.018; number 2, N, carries 0.091